# C2H3LiO2Sr

A molecular structure, C2H3LiO2Sr (ωB97M-V/def2-TZVPD, the OMol25 dataset).

Its largest force on an atom is 0.04289 hartree/bohr. The spin multiplicity is 1. As for the LUMO energy (alpha / beta): -0.4 / -0.3 eV. For the relative energy (zero: lowest compared OMol25 entry of this formula, charge and spin), the calculation gives 0.0 kJ/mol. The value obtained for the electronic energy is -266.589365 hartree.

Last column: Mulliken charge in e.
CARTESIAN COORDINATES (ANGSTROEM)
H1 -0.118 -1.556 -0.169  0.32
O1 1.248 0.058 -0.150  -0.84
C1 -0.004 -0.463 -0.160  -0.13
C2 -1.064 0.372 -0.270  0.01
O2 -0.903 1.706 -0.341  -1.05
Li1 2.996 0.300 -0.376  0.19
Sr1 1.123 2.301 -0.159  1.19
H2 -1.199 -2.690 2.000  0.01
H3 -2.080 -0.029 -0.376  0.31